Record 1
Here is 3 unconnected molecules or ions with the total composition C32H57Br2N4O4S in a non-equilibrium geometry from the OMol25 dataset. Energies are from ωB97M-V/def2-TZVPD.

Summary:
Multiplicity: 3
<S²>: 2.01
Frontier orbital gap (spin up / spin down), Ha: 0.2288 / 0.2554
Maximum force, eV/A: 4.841
Total charge: +1
Lowest unoccupied orbital energy (spin up / spin down), eV: -3.64 / -3.65

Last columns: bonded neighbours and bond lengths (Å).
Element x y z (Å)
1 C 10.23 0.35 2.60  C2 1.589, H22 1.114, H23 1.117, H24 1.117
2 C 8.70 0.61 2.25  C1 1.589, C3 1.571, H25 1.117, H26 1.116
3 C 8.49 0.32 0.72  C2 1.571, C4 1.572, H27 1.115, H28 1.117
4 C 7.14 0.90 0.15  C3 1.572, C5 1.549, H29 1.123, H30 1.112
5 C 5.95 -0.07 0.33  C4 1.549, C6 1.501, N15 1.370
6 C 6.09 -1.55 0.54  C5 1.501, N7 1.373, H31 1.098
7 N 4.79 -1.95 0.70  C6 1.373, C8 1.441, C13 1.445
8 C 4.23 -3.26 0.97  N7 1.441, Br9 1.941, C10 1.346
9 Br 3.91 -4.56 -0.43  C8 1.941
10 C 3.95 -3.52 2.25  C8 1.346, C11 1.550, Br12 1.966
11 C 3.31 -4.84 2.76  C10 1.550, H32 1.111, H33 1.111, H34 1.116
12 Br 4.32 -2.17 3.63  C10 1.966
13 C 3.82 -0.89 0.57  N7 1.445, S14 1.769, N15 1.439
14 S 2.07 -1.14 0.67  C13 1.769, H35 1.379
15 N 4.62 0.28 0.35  C5 1.370, C13 1.439, C16 1.477
16 C 4.05 1.64 0.21  N15 1.477, C17 1.600, H36 1.107, H37 1.118
17 C 3.18 1.94 1.52  C16 1.600, C18 1.562, H38 1.113, H39 1.119
18 C 3.39 3.38 2.08  C17 1.562, C19 1.559, H40 1.116, H41 1.123
19 C 2.29 4.39 1.65  C18 1.559, O20 1.176, O21 1.388
20 O 1.30 4.06 1.11  C19 1.176
21 O 2.55 5.72 1.96  C19 1.388, H42 0.973
22 H 10.56 1.02 3.43  C1 1.114
23 H 10.83 0.54 1.68  C1 1.117
24 H 10.40 -0.72 2.87  C1 1.117
25 H 8.41 1.68 2.44  C2 1.117
26 H 8.10 -0.05 2.92  C2 1.116
27 H 9.34 0.80 0.18  C3 1.115
28 H 8.60 -0.78 0.57  C3 1.117
29 H 6.90 1.80 0.78  C4 1.123
30 H 7.25 1.25 -0.90  C4 1.112
31 H 6.97 -2.20 0.57  C6 1.098
32 H 2.61 -5.20 1.98  C11 1.111
33 H 4.13 -5.55 3.00  C11 1.111
34 H 2.78 -4.59 3.72  C11 1.116
35 H 1.43 -0.71 -0.48  S14 1.379
36 H 4.81 2.42 0.08  C16 1.107
37 H 3.33 1.59 -0.65  C16 1.118
38 H 2.13 1.71 1.24  C17 1.113
39 H 3.45 1.20 2.32  C17 1.119
40 H 4.42 3.77 1.87  C18 1.116
41 H 3.32 3.30 3.20  C18 1.123
42 H 2.77 5.78 2.91  O21 0.973
43 C -2.40 3.13 -1.68  C44 1.550, H54 1.092, H55 1.091, H56 1.091
44 C -1.55 1.83 -1.74  C43 1.550, C45 1.539, N49 1.490, C53 1.538
45 C -0.29 2.06 -2.59  C44 1.539, C46 1.527, H57 1.098, H58 1.094
46 C -0.54 2.07 -4.10  C45 1.527, C47 1.525, H59 1.093, H60 1.094
47 C -1.33 0.84 -4.52  C46 1.525, C48 1.535, H61 1.093, H62 1.095
48 C -2.63 0.67 -3.72  C47 1.535, N49 1.489, C51 1.543, C52 1.539
49 N -2.40 0.72 -2.25  C44 1.490, C48 1.489, O50 1.318
50 O -1.85 -0.42 -1.89  N49 1.318
51 C -3.64 1.75 -4.16  C48 1.543, H63 1.092, H64 1.091, H65 1.088
52 C -3.31 -0.65 -4.16  C48 1.539, H66 1.090, H67 1.091, H68 1.093
53 C -1.10 1.60 -0.29  C44 1.538, H69 1.093, H70 1.091, H71 1.092
54 H -3.46 2.91 -1.56  C43 1.092
55 H -2.12 3.75 -0.83  C43 1.091
56 H -2.27 3.76 -2.56  C43 1.091
57 H 0.44 1.27 -2.38  C45 1.098
58 H 0.18 3.00 -2.30  C45 1.094
59 H -1.07 2.98 -4.39  C46 1.093
60 H 0.42 2.09 -4.62  C46 1.094
61 H -1.55 0.90 -5.59  C47 1.093
62 H -0.69 -0.05 -4.40  C47 1.095
63 H -4.55 1.70 -3.56  C51 1.092
64 H -3.92 1.61 -5.20  C51 1.091
65 H -3.25 2.76 -4.09  C51 1.088
66 H -2.67 -1.52 -4.02  C52 1.090
67 H -3.57 -0.62 -5.21  C52 1.091
68 H -4.23 -0.81 -3.60  C52 1.093
69 H -1.95 1.41 0.36  C53 1.093
70 H -0.58 2.48 0.09  C53 1.091
71 H -0.40 0.77 -0.20  C53 1.092
72 C -6.42 -3.01 -0.66  C73 1.550, H83 1.092, H84 1.091, H85 1.091
73 C -6.80 -1.76 0.18  C72 1.550, C74 1.539, N78 1.492, C82 1.540
74 C -6.13 -0.50 -0.42  C73 1.539, C75 1.527, H86 1.096, H87 1.094
75 C -4.65 -0.37 -0.10  C74 1.527, C76 1.524, H88 1.093, H89 1.093
76 C -4.40 -0.53 1.40  C75 1.524, C77 1.535, H90 1.095, H91 1.095
77 C -4.99 -1.82 1.96  C76 1.535, N78 1.489, C80 1.543, C81 1.539
78 N -6.43 -1.99 1.60  C73 1.492, C77 1.489, O79 1.317
79 O -7.13 -1.16 2.35  N78 1.317
80 C -4.16 -3.03 1.46  C77 1.543, H92 1.092, H93 1.092, H94 1.089
81 C -4.77 -1.85 3.48  C77 1.539, H95 1.090, H96 1.091, H97 1.093
82 C -8.32 -1.61 -0.02  C73 1.540, H98 1.092, H99 1.091, H100 1.090
83 H -6.41 -3.91 -0.05  C72 1.092
84 H -7.14 -3.19 -1.46  C72 1.091
85 H -5.45 -2.91 -1.15  C72 1.091
86 H -6.64 0.39 -0.04  C74 1.096
87 H -6.27 -0.49 -1.50  C74 1.094
88 H -4.07 -1.11 -0.66  C75 1.093
89 H -4.29 0.61 -0.43  C75 1.093
90 H -3.32 -0.49 1.59  C76 1.095
91 H -4.82 0.34 1.92  C76 1.095
92 H -4.60 -3.97 1.79  C80 1.092
93 H -3.15 -2.98 1.85  C80 1.092
94 H -4.06 -3.06 0.37  C80 1.089
95 H -5.21 -0.99 3.98  C81 1.090
96 H -3.71 -1.84 3.72  C81 1.091
97 H -5.20 -2.76 3.92  C81 1.093
98 H -8.85 -2.46 0.40  C82 1.092
99 H -8.56 -1.56 -1.08  C82 1.091
100 H -8.71 -0.70 0.43  C82 1.090

These are the Mulliken partial charges, in e, on atoms 1 to 5: number 1, C, carries -1.099; number 2, C, carries -0.222; number 3, C, carries -0.915; number 4, C, carries -0.344; number 5, C, carries 0.702

***

Record 2
Here is 2 unconnected molecules or ions with the total composition CHClS2 in a non-equilibrium geometry from the OMol25 dataset. Energies are from ωB97M-V/def2-TZVPD.

Summary:
Multiplicity: 3
<S²>: 2.03
Frontier orbital gap (spin up / spin down), Ha: 0.2197 / 0.2115
Maximum force, eV/A: 2.060
Total charge: 0
Lowest unoccupied orbital energy (spin up / spin down), eV: -0.11 / -3.82

Last columns: bonded neighbours and bond lengths (Å).
Element x y z (Å)
1 C 1.76 -0.29 -0.06  S2 1.550, S3 1.551
2 S 1.31 -1.77 0.13  C1 1.550
3 S 2.20 1.18 -0.24  C1 1.551
4 Cl -2.54 1.02 0.34  H5 1.278
5 H -2.72 -0.14 -0.18  Cl4 1.278

The computed Mulliken charges, all in e, follow: number 1, C, carries 0.446; number 2, S, carries -0.230; number 3, S, carries -0.217; number 4, Cl, carries -0.236; number 5, H, carries 0.238

***

Record 3
Here is 9 unconnected molecules or ions with the total composition C29H77FO27S8Si from the OMol25 dataset. Energies are from ωB97M-V/def2-TZVPD.

Summary:
Frontier orbital gap, Ha: 0.3438
Maximum force, eV/A: 0.368
Total charge: 0
Lowest unoccupied orbital energy, eV: 0.38
Structure (SMILES): COC[Si@@H](COO)[C@H](C)F.CCOS(C)(=O)=O.CCOS(C)(=O)=O.CCOS(C)(=O)=O.CCOS(C)(=O)=O.CCOS(C)(=O)=O.CCOS(C)(=O)=O.CCOS(C)(=O)=O.CCOS(C)(=O)=O

Last columns: bonded neighbours and bond lengths (Å).
Element x y z (Å)
1 C 3.37 -4.97 2.94  O2 1.408, H11 1.100, H12 1.097, H13 1.089
2 O 3.79 -4.42 1.71  C1 1.408, C3 1.426
3 C 2.78 -4.55 0.72  O2 1.426, Si4 1.907, H14 1.093, H15 1.100
4 Si 1.41 -3.23 0.85  C3 1.907, C5 1.888, C8 1.911, H16 1.481
5 C -0.27 -4.03 1.18  Si4 1.888, O6 1.422, H17 1.095, H18 1.092
6 O -0.28 -4.57 2.49  C5 1.422, O7 1.439
7 O -1.29 -5.60 2.54  O6 1.439, H19 0.967
8 C 1.88 -1.91 2.15  Si4 1.911, C9 1.515, F10 1.424, H20 1.094
9 C 0.92 -1.73 3.31  C8 1.515, H21 1.093, H22 1.092, H23 1.092
10 F 2.01 -0.66 1.47  C8 1.424
11 H 2.44 -4.52 3.30  C1 1.100
12 H 3.21 -6.05 2.86  C1 1.097
13 H 4.16 -4.78 3.67  C1 1.089
14 H 3.27 -4.45 -0.25  C3 1.093
15 H 2.35 -5.57 0.74  C3 1.100
16 H 1.27 -2.54 -0.45  Si4 1.481
17 H -0.39 -4.84 0.44  C5 1.095
18 H -1.10 -3.33 1.03  C5 1.092
19 H -0.74 -6.39 2.57  O7 0.967
20 H 2.87 -2.15 2.53  C8 1.094
21 H 1.24 -0.90 3.94  C9 1.093
22 H -0.11 -1.57 2.99  C9 1.092
23 H 0.92 -2.64 3.93  C9 1.092
24 O -0.66 3.67 4.84  S25 1.435
25 S -1.04 4.14 3.53  O24 1.435, O26 1.435, O27 1.575, C30 1.760
26 O -2.33 3.76 3.01  S25 1.435
27 O 0.09 3.78 2.50  S25 1.575, C28 1.461
28 C 0.53 2.39 2.41  O27 1.461, C29 1.508, H31 1.091, H32 1.087
29 C -0.45 1.50 1.68  C28 1.508, H33 1.089, H34 1.089, H35 1.090
30 C -0.86 5.88 3.47  S25 1.760, H36 1.089, H37 1.088, H38 1.086
31 H 0.74 2.03 3.42  C28 1.091
32 H 1.48 2.46 1.87  C28 1.087
33 H -1.38 1.39 2.23  C29 1.089
34 H 0.01 0.52 1.57  C29 1.089
35 H -0.67 1.90 0.69  C29 1.090
36 H 0.13 6.15 3.86  C30 1.089
37 H -1.64 6.29 4.11  C30 1.088
38 H -0.98 6.22 2.45  C30 1.086
39 O -1.38 -2.31 6.48  S40 1.433
40 S -2.66 -2.05 7.05  O39 1.433, O41 1.431, O42 1.583, C45 1.759
41 O -3.83 -2.38 6.29  S40 1.431
42 O -2.73 -0.54 7.52  S40 1.583, C43 1.457
43 C -2.44 0.49 6.54  O42 1.457, C44 1.510, H46 1.091, H47 1.088
44 C -3.59 0.73 5.59  C43 1.510, H48 1.089, H49 1.092, H50 1.090
45 C -2.77 -2.79 8.64  S40 1.759, H51 1.086, H52 1.088, H53 1.087
46 H -1.52 0.23 6.02  C43 1.091
47 H -2.24 1.37 7.15  C43 1.088
48 H -3.77 -0.14 4.95  C44 1.089
49 H -3.35 1.59 4.96  C44 1.092
50 H -4.50 0.94 6.14  C44 1.090
51 H -1.89 -2.52 9.21  C45 1.086
52 H -2.81 -3.87 8.47  C45 1.088
53 H -3.68 -2.45 9.12  C45 1.087
54 O 3.25 -3.47 -3.98  S55 1.433
55 S 4.55 -4.09 -4.01  O54 1.433, O56 1.432, O57 1.586, C60 1.757
56 O 5.01 -4.78 -2.84  S55 1.432
57 O 5.62 -3.00 -4.46  S55 1.586, C58 1.456
58 C 5.62 -1.74 -3.73  O57 1.456, C59 1.511, H61 1.090, H62 1.088
59 C 6.22 -1.86 -2.35  C58 1.511, H63 1.088, H64 1.091, H65 1.090
60 C 4.69 -5.15 -5.40  S55 1.757, H66 1.086, H67 1.088, H68 1.087
61 H 4.60 -1.36 -3.70  C58 1.090
62 H 6.21 -1.09 -4.37  C58 1.088
63 H 5.62 -2.48 -1.70  C59 1.088
64 H 6.29 -0.86 -1.91  C59 1.091
65 H 7.23 -2.29 -2.40  C59 1.090
66 H 4.35 -4.61 -6.29  C60 1.086
67 H 4.04 -6.00 -5.20  C60 1.088
68 H 5.72 -5.46 -5.50  C60 1.087
69 O -1.99 6.01 -1.91  S70 1.435
70 S -3.23 6.34 -1.27  O69 1.435, O71 1.432, O72 1.586, C75 1.753
71 O -4.45 6.14 -2.00  S70 1.432
72 O -3.15 7.84 -0.76  S70 1.586, C73 1.454
73 C -2.71 8.85 -1.71  O72 1.454, C74 1.511, H76 1.090, H77 1.088
74 C -3.77 9.20 -2.72  C73 1.511, H78 1.088, H79 1.091, H80 1.090
75 C -3.34 5.56 0.29  S70 1.753, H81 1.084, H82 1.088, H83 1.087
76 H -1.79 8.50 -2.17  C73 1.090
77 H -2.47 9.70 -1.07  C73 1.088
78 H -3.99 8.36 -3.38  C74 1.088
79 H -3.41 10.03 -3.33  C74 1.091
80 H -4.70 9.50 -2.23  C74 1.090
81 H -2.43 5.73 0.84  C75 1.084
82 H -3.47 4.49 0.10  C75 1.088
83 H -4.21 5.95 0.82  C75 1.087
84 O -2.01 -2.95 -1.18  S85 1.436
85 S -3.01 -2.99 -2.21  O84 1.436, O86 1.434, O87 1.573, C90 1.756
86 O -3.30 -4.26 -2.79  S85 1.434
87 O -2.63 -1.95 -3.33  S85 1.573, C88 1.468
88 C -1.25 -1.96 -3.83  O87 1.468, C89 1.509, H91 1.090, H92 1.087
89 C -0.95 -3.16 -4.70  C88 1.509, H93 1.089, H94 1.091, H95 1.090
90 C -4.50 -2.24 -1.66  S85 1.756, H96 1.086, H97 1.088, H98 1.087
91 H -0.59 -1.91 -2.96  C88 1.090
92 H -1.18 -1.03 -4.37  C88 1.087
93 H -0.98 -4.10 -4.15  C89 1.089
94 H 0.05 -3.04 -5.10  C89 1.091
95 H -1.66 -3.22 -5.53  C89 1.090
96 H -4.27 -1.27 -1.22  C90 1.086
97 H -4.91 -2.91 -0.91  C90 1.088
98 H -5.17 -2.15 -2.50  C90 1.087
99 O 2.21 7.10 4.58  S100 1.437
100 S 3.52 6.51 4.64  O99 1.437, O101 1.430, O102 1.585, C105 1.757
101 O 3.89 5.57 3.63  S100 1.430
102 O 3.74 5.90 6.08  S100 1.585, C103 1.458
103 C 2.66 5.08 6.60  O102 1.458, C104 1.507, H106 1.090, H107 1.088
104 C 2.55 3.74 5.91  C103 1.507, H108 1.089, H109 1.090, H110 1.090
105 C 4.75 7.77 4.72  S100 1.757, H111 1.086, H112 1.088, H113 1.087
106 H 1.74 5.65 6.50  C103 1.090
107 H 2.89 4.98 7.66  C103 1.088
108 H 2.30 3.88 4.86  C104 1.089
109 H 1.75 3.17 6.38  C104 1.090
110 H 3.47 3.17 5.97  C104 1.090
111 H 4.47 8.48 5.50  C105 1.086
112 H 4.77 8.25 3.74  C105 1.088
113 H 5.71 7.30 4.93  C105 1.087
114 O -0.71 2.43 -7.71  S115 1.434
115 S -0.13 3.74 -7.70  O114 1.434, O116 1.431, O117 1.581, C120 1.759
116 O 1.14 3.92 -7.07  S115 1.431
117 O -1.18 4.77 -7.13  S115 1.581, C118 1.460
118 C -1.83 4.44 -5.87  O117 1.460, C119 1.508, H121 1.090, H122 1.088
119 C -0.93 4.62 -4.67  C118 1.508, H123 1.089, H124 1.088, H125 1.089
120 C -0.05 4.37 -9.34  S115 1.759, H126 1.086, H127 1.088, H128 1.087
121 H -2.22 3.42 -5.95  C118 1.090
122 H -2.68 5.12 -5.84  C118 1.088
123 H -0.10 3.92 -4.69  C119 1.089
124 H -1.52 4.46 -3.77  C119 1.088
125 H -0.53 5.63 -4.64  C119 1.089
126 H -1.02 4.25 -9.82  C120 1.086
127 H 0.72 3.79 -9.86  C120 1.088
128 H 0.24 5.42 -9.29  C120 1.087
129 O -0.40 -6.74 -3.53  S130 1.435
130 S -0.91 -7.60 -2.51  O129 1.435, O131 1.434, O132 1.590, C135 1.750
131 O 0.03 -8.22 -1.61  S130 1.434
132 O -1.81 -8.72 -3.18  S130 1.590, C133 1.450
133 C -1.25 -9.44 -4.31  O132 1.450, C134 1.512, H136 1.091, H137 1.088
134 C -0.21 -10.46 -3.89  C133 1.512, H138 1.088, H139 1.091, H140 1.090
135 C -2.16 -6.80 -1.59  S130 1.750, H141 1.085, H142 1.088, H143 1.087
136 H -0.85 -8.71 -5.01  C133 1.091
137 H -2.11 -9.92 -4.76  C133 1.088
138 H 0.67 -9.98 -3.47  C134 1.088
139 H 0.09 -11.03 -4.77  C134 1.091
140 H -0.61 -11.14 -3.15  C134 1.090
141 H -2.88 -6.35 -2.27  C135 1.085
142 H -1.67 -6.03 -1.01  C135 1.088
143 H -2.62 -7.53 -0.93  C135 1.087

These are the Mulliken partial charges, in e, on atoms 1 to 5: number 1, C, carries -0.604; number 2, O, carries -0.379; number 3, C, carries -0.330; number 4, Si, carries -0.425; number 5, C, carries 0.653

***

Among the records above, which one has the highest total charge?
C32H57Br2N4O4S

***

Among the records above, which one has the highest total charge?
C32H57Br2N4O4S

***

Which value of total charge does entry 1 give?
+1